Computed, not measured: C24H31IN2ORu as an isolated structure, with ωB97M-V/def2-TZVPD.

The geometry in ORCA input format:
```
! RIJCOSX wB97M-V def2-TZVPD def2/J DEFGRID3
* xyz 2 5
C 0.97 2.51 0.99
C 2.85 0.53 0.01
H 0.05 3.11 1.04
H 1.87 3.14 0.70
H 1.30 2.12 1.99
H 3.25 0.35 -0.99
H 3.29 1.38 0.55
H 3.05 -0.32 0.68
C -2.34 0.97 0.10
C -3.65 0.51 -0.08
C -3.92 -0.56 -0.91
C -2.82 -1.21 -1.43
H -2.16 1.87 0.71
H -4.48 1.01 0.44
H -4.94 -0.88 -1.14
H -2.93 -2.09 -2.06
N -1.25 0.35 -0.44
C -1.52 -0.78 -1.17
C -0.34 -1.59 -1.53
N 0.85 -1.06 -1.10
C 1.94 -1.81 -1.18
C 0.80 -3.66 -2.10
C 1.96 -3.14 -1.54
H 2.90 -1.37 -0.93
H 2.91 -3.63 -1.39
C -0.35 -2.88 -2.10
H -1.27 -3.25 -2.54
H 0.84 -4.66 -2.50
Ru 0.93 0.91 -0.17
I 1.11 2.26 -2.24
C 1.57 1.34 4.42
C 0.09 1.04 4.59
C -0.81 1.92 3.73
C -0.22 -0.45 4.39
C -0.58 -1.22 5.48
C -0.86 -2.58 5.37
C -0.76 -3.18 4.12
C -0.44 -2.46 2.99
C -0.44 -3.16 1.64
C 0.48 -4.38 1.61
C -1.87 -3.57 1.25
C -0.14 -1.05 3.08
O 0.18 -0.39 2.03
H 1.92 1.01 3.43
H 2.16 0.79 5.16
H 1.77 2.40 4.54
H -0.17 1.25 5.64
H -0.66 1.67 2.67
H -1.86 1.75 3.96
H -0.58 2.98 3.87
H -0.64 -0.73 6.46
H -1.14 -3.17 6.23
H -0.95 -4.25 4.00
H -0.09 -2.43 0.90
H 0.14 -5.13 2.34
H 0.48 -4.83 0.62
H 1.49 -4.07 1.88
H -2.56 -2.72 1.36
H -1.91 -3.91 0.20
H -2.23 -4.39 1.89
*
```

Calculated values
- Energy: -41082.365 eV

Computed, not measured: one molecule with the formula C24H31N3O2, with ωB97M-V/def2-TZVPD.

The geometry in ORCA input format:
```
! RIJCOSX wB97M-V def2-TZVPD def2/J DEFGRID3
* xyz 0 1
C 3.90 0.10 -1.29
C 2.54 0.43 -0.69
H 2.62 1.22 0.06
H 1.84 0.72 -1.47
O 2.00 -0.69 0.02
C 1.33 -1.60 -0.69
O 1.17 -1.52 -1.88
C 0.84 -2.77 0.15
C 0.72 -2.44 1.63
C -0.35 -1.39 1.88
N -1.63 -1.84 1.37
C -1.57 -2.08 -0.06
C -0.55 -3.17 -0.36
H -0.52 -3.33 -1.44
H -0.86 -4.09 0.13
H -2.56 -2.40 -0.39
H -1.30 -1.16 -0.61
C -2.75 -0.99 1.77
C -2.66 0.40 1.22
C -1.97 1.43 1.87
N -1.80 2.62 1.34
C -2.31 2.84 0.12
N -3.01 1.94 -0.56
C -3.18 0.75 -0.02
H -3.76 0.05 -0.61
C -2.09 4.18 -0.44
C -1.68 5.18 0.44
C -1.46 6.47 0.00
C -1.64 6.78 -1.34
C -2.03 5.79 -2.22
C -2.26 4.48 -1.80
C -2.67 3.46 -2.81
H -3.69 3.14 -2.63
H -2.60 3.87 -3.82
H -2.04 2.58 -2.75
H -2.16 6.03 -3.26
H -1.47 7.78 -1.69
H -1.16 7.24 0.70
H -1.55 4.92 1.48
H -1.55 1.28 2.86
H -3.67 -1.48 1.43
H -2.76 -0.96 2.87
H -0.46 -1.22 2.96
H -0.04 -0.43 1.42
H 1.67 -2.08 2.02
H 0.45 -3.35 2.17
C 1.83 -3.93 -0.10
C 3.22 -3.67 0.40
C 4.17 -4.81 0.57
C 3.63 -4.11 1.78
H 4.30 -3.48 2.34
H 2.91 -4.62 2.38
H 5.21 -4.67 0.31
H 3.81 -5.81 0.36
H 3.65 -2.74 0.04
H 1.86 -4.12 -1.18
H 1.43 -4.83 0.38
H 4.59 -0.21 -0.51
H 4.30 0.99 -1.78
H 3.80 -0.69 -2.03
*
```

Calculated values
- SMILES: CCOC(=O)C1(CC2CC2)CCN(Cc2cnc(-c3ccccc3C)nc2)CC1
- ΔE to the lowest compared entry with this formula, charge and spin: 43.6 kcal/mol

Computed, not measured: one molecule with the formula C24H31N3O3, with ωB97M-V/def2-TZVPD.

The geometry in ORCA input format:
```
! RIJCOSX wB97M-V def2-TZVPD def2/J DEFGRID3
* xyz 0 1
C -6.73 0.08 4.80
H -6.82 0.21 5.88
O -5.74 -0.90 4.61
C -5.36 -1.11 3.26
C -3.99 -1.82 3.29
H -3.20 -1.07 3.39
H -3.97 -2.46 4.17
C -3.79 -2.65 2.01
N -4.47 -2.02 0.90
C -3.91 -1.08 0.10
O -4.58 -0.36 -0.62
C -2.42 -1.02 0.11
C -1.64 -2.07 -0.38
C -0.27 -1.96 -0.42
C 0.37 -0.80 0.03
C -0.40 0.25 0.50
C -1.78 0.14 0.53
H -2.38 0.97 0.89
H 0.05 1.17 0.85
O 1.72 -0.83 -0.04
C 2.49 0.32 0.31
C 2.44 1.38 -0.80
C 3.14 0.86 -2.06
N 4.50 0.41 -1.84
C 5.45 1.49 -1.64
C 5.60 2.31 -2.89
N 5.61 3.63 -2.74
C 5.76 4.39 -3.82
C 5.89 3.88 -5.10
C 5.86 2.50 -5.26
C 5.72 1.70 -4.14
H 5.69 0.63 -4.20
H 5.96 2.06 -6.24
H 6.00 4.54 -5.94
H 5.76 5.45 -3.63
H 6.42 1.04 -1.41
H 5.19 2.18 -0.82
C 4.53 -0.61 -0.82
C 3.92 -0.16 0.52
H 4.51 0.65 0.95
H 3.93 -1.00 1.22
H 5.57 -0.93 -0.67
H 3.96 -1.46 -1.19
H 3.15 1.64 -2.83
H 2.57 0.00 -2.45
H 2.94 2.28 -0.44
H 1.41 1.63 -1.04
H 2.11 0.74 1.25
H 0.34 -2.77 -0.80
H -2.12 -2.97 -0.74
C -5.92 -2.07 1.02
C -6.36 -1.98 2.48
H -7.36 -1.54 2.53
H -6.40 -2.96 2.95
H -6.29 -3.00 0.57
H -6.31 -1.23 0.44
H -4.20 -3.65 2.13
H -2.72 -2.74 1.79
H -5.27 -0.14 2.75
H -7.70 -0.24 4.40
H -6.45 1.03 4.33
*
```

Calculated values
- SMILES: COC1CCN(C(=O)c2ccc(OC3CCN(Cc4ccccn4)CC3)cc2)CC1
- ΔE to the lowest compared entry with this formula, charge and spin: 46.1 kcal/mol